*a*
Molecular formula: C8H6N4
Method: DFT, wB97M-V/def2-TZVPD

XYZ file:
```
18
Properties=species:S:1:pos:R:3:mulliken_charge:R:1
C 1.8831 1.3768 -2.0107 -1.221
C 0.9262 0.8442 -0.9962 0.743
N 0.9531 1.0826 0.1996 -1.445
N 0.0700 0.3234 0.8113 0.937
C -0.1037 0.1871 2.1601 0.083
C -1.1422 -0.5578 2.6111 -0.363
C -1.7763 -1.4538 1.8191 -0.130
N -1.5496 -1.3406 0.5024 -0.569
C -0.6814 -0.4566 -0.0005 0.514
C -0.1896 -0.2306 -1.3249 -0.156
C -0.6112 -0.9907 -2.4607 0.179
N -0.7914 -1.5189 -3.4514 -0.513
H 2.4712 2.1069 -1.4815 0.383
H 2.6794 0.7039 -2.3721 0.272
H 1.3531 1.6989 -2.7890 0.373
H 0.2138 0.9810 2.9165 0.312
H -1.4183 -0.3523 3.7521 0.215
H -2.2864 -2.4035 2.1147 0.386
```

Results
SMILES string: Cc1nn2cccnc2c1C#N
E_LUMO: -0.59 eV
gap between HOMO and LUMO: 0.2927 hartree



*b*
Molecular formula: C8H6N4
Method: DFT, wB97M-V/def2-TZVPD

XYZ file:
```
18
Properties=species:S:1:pos:R:3:mulliken_charge:R:1
C -2.7157 -1.1035 0.0096 -0.981
C -1.3467 -0.6207 -0.0784 0.673
N -0.2717 -1.4632 -0.0243 -1.018
N 0.7929 -0.6347 -0.2588 0.576
C 2.1045 -0.9530 0.0911 -0.149
C 2.9984 0.1060 0.2465 -0.466
C 2.6650 1.4753 -0.0184 0.022
N 1.3571 1.7501 -0.2891 -0.624
C 0.4731 0.7791 -0.2305 0.336
C -0.9870 0.6395 -0.3008 0.174
C -2.0808 1.5552 -0.0447 -0.020
N -3.3258 1.9830 0.2826 -0.525
H -2.8229 -2.2323 -0.5925 0.270
H -3.1219 -1.0613 1.0574 0.288
H -3.5755 -0.3916 -0.6235 0.326
H 2.2900 -1.9972 0.1539 0.466
H 4.0288 -0.0735 0.4960 0.349
H 3.5382 2.2428 0.1241 0.304
```

Results
SMILES string: Cc1nn2cccnc2c1C#N
E_LUMO: -0.87 eV
gap between HOMO and LUMO: 0.2926 hartree



*c*
Molecular formula: C8H6N4
Method: DFT, wB97M-V/def2-TZVPD

XYZ file:
```
18
Properties=species:S:1:pos:R:3:mulliken_charge:R:1
C -0.7644 -1.8593 -0.3959 -1.672
C -0.8026 -0.4072 0.0012 1.388
C -1.3639 -0.0081 1.3057 -0.119
N -1.6796 0.4404 2.2952 -0.429
C -1.4673 0.3270 -1.0245 -0.012
N -2.0409 0.8913 -1.8334 -0.451
C 0.7857 0.3471 0.0696 1.499
C 0.7224 1.8555 0.3978 -1.381
C 1.5349 -0.5193 0.9721 -0.179
N 2.1099 -1.0634 1.8041 -0.439
C 1.3310 0.1179 -1.1878 -0.226
N 1.7469 -0.1452 -2.2243 -0.466
H -0.8372 -2.3771 0.4939 0.449
H -1.6871 -2.1209 -0.9235 0.432
H 0.0605 -2.1849 -0.9466 0.437
H 1.5724 2.2950 -0.2630 0.404
H 0.9354 2.2011 1.4352 0.305
H -0.1561 2.2103 0.0242 0.461
```

Results
SMILES string: CC(C#N)(C#N)C(C)(C#N)C#N
E_LUMO: -0.20 eV
gap between HOMO and LUMO: 0.4354 hartree



Energies, relative to the best one, in hartree: *a* 0.0000; *b* 0.0759; *c* 0.0090.



*a*
Molecular formula: C2H4NO
Method: DFT, wB97M-V/def2-TZVPD

XYZ file:
```
8
Properties=species:S:1:pos:R:3:mulliken_charge:R:1
C 0.2045 -0.5205 -0.5028 -0.382
C -0.3694 0.7928 -0.0476 -0.160
N 0.4004 -0.0709 0.7574 0.593
O 0.8355 -0.2641 1.8245 -0.308
H -0.7020 -1.8783 -0.5759 0.384
H 0.9582 -0.7042 -1.2529 0.333
H 0.0958 1.7174 -0.3911 0.276
H -1.4230 0.9278 0.1885 0.263
```

Results
E_LUMO: -8.04 eV
charge: +1
gap between HOMO and LUMO: 0.3498 hartree



*b*
Molecular formula: C2H4NO
Method: DFT, wB97M-V/def2-TZVPD

XYZ file:
```
8
Properties=species:S:1:pos:R:3:mulliken_charge:R:1
C -0.0245 0.9367 -0.2577 -0.544
C 0.5025 -0.3120 0.1048 0.038
N -0.5710 -1.1999 0.0776 0.324
O -1.6740 -1.0434 0.4306 -0.133
H -1.0395 1.1144 -0.0654 0.385
H 0.5563 1.5710 -0.9805 0.270
H 1.4756 -0.6414 -0.5260 0.344
H 0.7748 -0.4255 1.2166 0.316
```

Results
E_LUMO (alpha / beta): -7.27 / -8.34 eV
charge: +1
gap between HOMO and LUMO (alpha / beta): 0.3480 / 0.2590 hartree



Energies, relative to the best one, in hartree: *a* 0.0259; *b* 0.0000.



*a*
Molecular formula: C6H15NO
Method: DFT, wB97M-V/def2-TZVPD

XYZ file:
```
23
Properties=species:S:1:pos:R:3:mulliken_charge:R:1
C -0.1235 -1.9598 -0.0799 -1.226
N -0.8655 -0.7250 0.2587 -0.105
C -1.1254 0.1341 -0.9615 -0.903
C -0.2250 1.3399 -0.8776 0.203
C -0.0961 1.5685 0.6219 -1.134
C -0.0871 0.1378 1.1687 0.036
C -0.5746 0.0544 2.6500 -1.601
H 0.8908 -1.9655 0.3263 0.342
H -0.6497 -2.8169 0.3472 0.278
H -0.0775 -2.1739 -1.1439 0.424
H -2.1790 0.3980 -0.8338 0.322
H -1.1021 -0.4566 -1.8780 0.591
H 0.7280 1.0777 -1.3468 -0.559
H -0.6232 2.2085 -1.4093 0.452
H -0.9861 2.1086 0.9284 0.302
H 0.8230 2.0160 0.9851 0.596
H 0.9553 -0.1909 1.2095 0.544
H 0.0281 -0.6059 3.2661 0.351
H -0.6060 1.0711 3.0356 0.339
H -1.6331 -0.2244 2.6068 0.410
H 2.7976 -1.0848 -3.0101 0.673
H 2.4783 0.3988 -2.6147 0.431
O 2.2528 -0.3098 -3.2485 -1.766
```

Results
E_LUMO (alpha / beta): 3.63 / 3.56 eV
2S+1: 2
charge: -1
gap between HOMO and LUMO (alpha / beta): 0.0955 / 0.3259 hartree



*b*
Molecular formula: C6H15NO
Method: DFT, wB97M-V/def2-TZVPD

XYZ file:
```
23
Properties=species:S:1:pos:R:3:mulliken_charge:R:1
C 0.4872 -1.8037 1.5580 -1.370
C 1.3718 -0.9569 0.6684 -0.619
C 0.9985 -0.9920 -0.8129 -1.405
C -0.3212 -0.3746 -1.1543 0.405
C -1.3898 -1.1418 -1.4383 -1.242
C 0.4350 1.9332 -0.7273 -2.516
N -0.3723 0.9829 -1.4473 0.591
H 1.0565 -2.3558 2.3013 0.432
H -0.2344 -1.2694 2.1447 0.410
H -0.0779 -2.5291 0.9695 0.274
H 1.4881 0.0757 1.0228 0.315
H 2.4152 -1.2074 0.7516 0.680
H 1.0553 -2.0310 -1.1556 0.512
H 1.7561 -0.5330 -1.4456 0.371
H -2.3907 -0.7530 -1.5986 0.379
H -1.3987 -2.2264 -1.4068 0.298
H 0.1314 2.0841 0.3234 -0.232
H 0.5154 2.9222 -1.1556 0.605
H 1.4508 1.5703 -0.6048 0.497
H -1.2943 1.3082 -1.6852 0.385
H -1.5473 2.0877 1.0124 0.397
H -1.8609 2.8848 2.2760 0.646
O -2.2739 2.3248 1.6042 -0.810
```

Results
E_LUMO (alpha / beta): 3.75 / 3.58 eV
2S+1: 2
charge: -1
gap between HOMO and LUMO (alpha / beta): 0.1000 / 0.3033 hartree



*c*
Molecular formula: C6H15NO
Method: DFT, wB97M-V/def2-TZVPD

XYZ file:
```
23
Properties=species:S:1:pos:R:3:mulliken_charge:R:1
C -0.9677 0.8145 2.4666 -1.567
C 0.0259 1.9002 2.0021 -0.579
C -0.0437 2.1389 0.4960 -0.741
C 0.2209 0.9326 -0.3617 -0.355
C -0.0800 0.8788 -1.6518 -0.116
N -0.0116 -0.1904 -2.5706 -0.112
C 0.3906 -1.4895 -2.0201 -1.312
H -1.0712 0.0414 1.7001 0.263
H -0.7326 0.2514 3.3805 0.447
H -1.9359 1.2185 2.7589 0.289
H 1.0339 1.7748 2.3786 0.621
H -0.4226 2.7897 2.4593 0.283
H 0.6756 2.9294 0.2527 0.284
H -1.0153 2.5839 0.2878 0.291
H 0.7084 0.1029 0.1419 0.359
H -0.5944 1.7361 -2.0943 0.312
H 0.5613 0.0234 -3.3776 0.286
H 1.4455 -1.7286 -2.2034 0.217
H -0.1255 -2.2866 -2.5321 0.419
H 0.1278 -1.5788 -0.9803 0.177
H 0.8541 -3.5915 1.7970 0.572
H -0.3792 -3.2581 1.0616 0.390
O 0.3624 -3.9081 1.0155 -1.430
```

Results
E_LUMO (alpha / beta): 3.57 / 3.47 eV
2S+1: 2
charge: -1
gap between HOMO and LUMO (alpha / beta): 0.0934 / 0.3137 hartree



Energies, relative to the best one, in hartree: *a* 0.0000; *b* 0.0089; *c* 0.0160.



*a*
Molecular formula: C22H46N2O14
Method: DFT, wB97M-V/def2-TZVPD

XYZ file:
```
84
Properties=species:S:1:pos:R:3:mulliken_charge:R:1
C 17.4242 1.4457 12.9984 -0.733
C 16.2706 1.6356 12.0151 -0.422
O 16.3299 0.7527 10.9008 -0.211
C 15.4694 0.9627 9.9246 0.687
O 14.6840 1.8578 9.8500 -0.571
O 15.5564 0.0372 8.9761 -0.392
C 16.5383 -0.9955 9.0821 -0.523
H 17.4653 2.1422 13.8282 0.462
H 18.3322 1.6233 12.4116 0.113
H 17.4760 0.4011 13.3114 0.064
H 16.3982 2.6247 11.5636 0.357
H 15.3097 1.6248 12.5295 0.352
H 16.5846 -1.4076 8.0684 0.316
H 16.1273 -1.8673 9.5914 0.306
H 17.5203 -0.5956 9.3115 0.230
C 16.4654 -4.4246 16.7923 -0.415
C 16.0780 -3.8057 18.1296 -0.483
O 14.6885 -3.8514 18.3855 -0.307
C 14.1753 -4.8572 19.0796 0.792
O 14.8038 -5.6424 19.7515 -0.587
O 12.8642 -4.7767 19.0207 -0.328
C 11.9930 -5.8994 19.2933 -0.612
H 17.5054 -4.7381 16.8096 -0.031
H 16.3631 -3.6414 16.0378 0.157
H 15.7321 -5.1894 16.5420 0.359
H 16.3964 -2.7619 18.1686 0.323
H 16.6444 -4.2455 18.9552 0.330
H 11.7073 -6.1952 18.2826 0.261
H 11.1345 -5.5018 19.8173 0.208
H 12.5460 -6.7245 19.7322 0.334
C 22.5155 -6.1927 12.3676 -1.374
C 21.4077 -5.3992 11.6565 0.746
O 20.7217 -6.2005 10.7164 -0.293
C 19.9525 -5.5945 9.8126 0.819
O 19.7132 -4.4151 9.7025 -0.488
O 19.4908 -6.5192 9.0081 -0.392
C 18.5589 -6.2543 7.9776 -0.619
H 21.9818 -6.9493 12.9436 0.263
H 22.9831 -5.5173 13.0795 0.371
H 23.1808 -6.6038 11.6143 0.395
H 21.8220 -4.4722 11.2447 0.099
H 20.6915 -5.0013 12.3859 -0.318
H 19.0919 -5.7471 7.1720 0.283
H 17.8206 -5.5295 8.3335 0.264
H 18.0380 -7.1539 7.6754 0.239
C 21.9135 -2.1994 8.1905 -1.070
C 21.1428 -1.0405 8.8369 0.148
O 21.7015 -0.9023 10.1283 -0.372
C 20.9253 -0.4386 11.1040 0.811
O 19.8002 -0.0481 10.9241 -0.528
O 21.5881 -0.5182 12.2300 -0.265
C 21.0240 0.0888 13.3615 -0.407
H 21.8838 -3.0882 8.8245 0.068
H 22.9582 -1.9554 8.0055 0.352
H 21.4394 -2.6057 7.2939 0.382
H 20.0855 -1.3001 8.7722 -0.050
H 21.2408 -0.0859 8.3142 0.387
H 20.8751 1.1671 13.2374 0.296
H 21.6133 0.0891 14.2780 0.307
H 20.0457 -0.3093 13.6333 -0.012
C 19.7395 -7.6000 17.1725 -1.147
N 20.7164 -6.5243 17.0442 0.102
C 21.3089 -6.0606 18.2581 -0.981
C 20.7755 -5.8959 15.8499 0.214
O 21.2957 -4.7960 15.7520 -0.680
H 19.2785 -7.6777 18.1669 0.370
H 20.2973 -8.5404 17.3088 0.427
H 18.9384 -7.7118 16.4522 0.345
H 21.7090 -6.8771 18.8673 0.367
H 22.1299 -5.3572 18.1589 0.300
H 20.5285 -5.6021 18.8771 0.327
H 20.2538 -6.4197 15.0462 0.348
C 18.4047 -2.2347 12.1316 -0.112
N 18.5030 -3.1110 13.3177 0.657
C 19.0284 -2.6003 14.5481 -0.886
C 18.1545 -4.4032 13.1497 -0.300
O 18.2744 -5.2552 14.0150 -0.523
H 18.7750 -1.2176 12.2150 -0.597
H 17.3844 -2.3324 11.7655 0.511
H 19.0624 -2.6723 11.3730 0.078
H 18.7449 -3.1588 15.4391 -0.009
H 20.0877 -2.3494 14.5780 0.355
H 18.5114 -1.6683 14.8283 0.283
H 17.6879 -4.6825 12.1937 0.476
```

Results
SMILES string: CCOC(=O)OC.CCOC(=O)OC.CCOC(=O)OC.CCOC(=O)OC.CN(C)C=O.CN(C)C=O
E_LUMO: 0.51 eV
gap between HOMO and LUMO: 0.3517 hartree



*b*
Molecular formula: C22H46N2O14
Method: DFT, wB97M-V/def2-TZVPD

XYZ file:
```
84
Properties=species:S:1:pos:R:3:mulliken_charge:R:1
C -0.2599 -3.3560 3.6081 -0.888
C 0.4502 -4.6452 3.2734 -0.298
O 0.3692 -4.9267 1.8657 -0.230
C 0.8202 -6.1168 1.4746 0.647
O 1.2175 -6.9646 2.1737 -0.535
O 0.7802 -6.2659 0.1597 -0.384
C 0.2435 -5.2190 -0.6506 -0.586
H -0.2831 -3.1136 4.6638 0.440
H -1.3031 -3.4952 3.3011 0.239
H 0.1192 -2.5398 2.9897 0.048
H -0.1019 -5.4591 3.7550 0.328
H 1.4679 -4.6667 3.6628 0.350
H 0.0563 -5.7084 -1.6142 0.316
H 1.0264 -4.5230 -0.9517 0.277
H -0.7075 -4.8631 -0.2742 0.308
C 3.3964 2.2639 1.7226 -0.388
C 3.8904 2.7236 3.0971 -0.487
O 5.2475 2.3795 3.3425 -0.316
C 6.1909 3.2747 3.0552 0.790
O 6.0033 4.4320 2.8265 -0.567
O 7.3752 2.6912 3.1712 -0.331
C 8.5291 3.2535 2.5334 -0.613
H 2.5509 2.8645 1.4029 -0.060
H 3.0509 1.2323 1.8273 0.167
H 4.2408 2.2340 1.0371 0.349
H 3.2852 2.2796 3.8902 0.330
H 3.7239 3.7941 3.2472 0.326
H 8.6691 2.6124 1.6609 0.252
H 9.3516 3.1194 3.2198 0.204
H 8.3200 4.2571 2.1783 0.340
C -2.6167 2.5405 -3.0166 -1.394
C -2.0827 1.1382 -2.7910 0.815
O -1.4110 0.6353 -3.9500 -0.318
C -1.2021 -0.6729 -4.0172 0.841
O -1.5615 -1.5087 -3.2455 -0.492
O -0.5496 -0.9320 -5.1494 -0.387
C -0.1183 -2.2538 -5.4510 -0.586
H -1.7400 3.1744 -3.1553 0.265
H -3.0914 2.8559 -2.0914 0.374
H -3.2731 2.5359 -3.8805 0.396
H -2.8863 0.4904 -2.4199 0.106
H -1.3818 1.1357 -1.9460 -0.367
H -0.9854 -2.8402 -5.7583 0.275
H 0.2578 -2.7372 -4.5438 0.237
H 0.6739 -2.2231 -6.1849 0.241
C -4.8731 -2.6205 -3.5853 -0.971
C -4.8601 -3.2448 -2.2123 -0.121
O -5.2189 -2.2100 -1.2801 -0.355
C -4.7907 -2.3239 -0.0350 0.873
O -4.2241 -3.2695 0.3877 -0.568
O -5.1158 -1.2263 0.6183 -0.322
C -4.9366 -1.2476 2.0034 -0.570
H -4.2408 -1.7306 -3.6372 0.063
H -5.8816 -2.3352 -3.8777 0.352
H -4.3942 -3.2353 -4.3513 0.366
H -3.8848 -3.7093 -2.0624 0.175
H -5.5913 -4.0512 -2.1154 0.355
H -5.5301 -2.0311 2.4913 0.303
H -5.2796 -0.3530 2.5201 0.266
H -3.9053 -1.4177 2.3068 0.163
C 1.4817 5.6407 -0.7022 -1.122
N 0.2417 5.3070 -0.0687 0.094
C -0.1559 6.1358 1.0314 -0.980
C -0.3165 4.1159 -0.3644 0.234
O -1.1569 3.6215 0.3336 -0.663
H 2.1648 6.1987 -0.0434 0.361
H 1.3093 6.4916 -1.3874 0.401
H 2.0537 4.8573 -1.1799 0.345
H -0.1221 7.1994 0.7706 0.369
H -1.1570 5.9512 1.4043 0.299
H 0.5566 6.0168 1.8590 0.319
H 0.1240 3.6339 -1.2401 0.343
C -0.2310 -1.5645 0.1917 -0.997
N 0.2545 -0.1859 0.2778 0.564
C -0.0652 0.6203 1.4033 -0.846
C 0.9309 0.2940 -0.7632 -0.285
O 1.3112 1.4522 -0.8570 -0.526
H -0.8581 -1.9111 0.9970 0.246
H 0.6255 -2.1975 -0.0320 0.408
H -0.8937 -1.6091 -0.6814 0.262
H 0.6010 1.4690 1.5428 0.011
H -1.1052 0.9257 1.5070 0.367
H 0.1812 0.0784 2.3354 0.275
H 1.2007 -0.4220 -1.5534 0.481
```

Results
SMILES string: CCOC(=O)OC.CCOC(=O)OC.CCOC(=O)OC.CCOC(=O)OC.CN(C)C=O.CN(C)C=O
E_LUMO: 0.46 eV
gap between HOMO and LUMO: 0.3511 hartree



Energies, relative to the best one, in hartree: *a* 0.0204; *b* 0.0000.